The following is a DFT calculation (ωB97M-V/def2-TZVPD) of a 2-piece molecular cluster, FHNP overall at a distorted geometry.

The geometry in ORCA input format:
```
! RIJCOSX wB97M-V def2-TZVPD def2/J DEFGRID3
* xyz 0 1
N -1.397 -0.388 -0.075
F 2.459 0.105 0.068
P -2.617 0.404 0.022
H 1.555 -0.121 -0.016
*
```

Values from the calculation:
HOMO in eV: -12.08
Relative energy (zero: lowest compared OMol25 entry of this formula, charge and spin) in kcal/mol: 20.57
SMILES string: N#P.F
F_max in eV/Å: 1.2
Kohn-Sham gap in eV: 11.6244


The following is a DFT calculation (ωB97M-V/def2-TZVPD) of a 2-piece molecular cluster, FHO4 overall at a distorted geometry.

The geometry in ORCA input format:
```
! RIJCOSX wB97M-V def2-TZVPD def2/J DEFGRID3
* xyz 0 1
O -1.720 1.094 -0.644
O -1.496 1.159 0.550
O -0.936 0.178 1.094
O 0.910 -0.469 -0.387
F 2.327 -0.562 -0.523
H 0.915 -1.400 -0.090
*
```

Values from the calculation:
HOMO in eV: -11.67
Relative energy (zero: lowest compared OMol25 entry of this formula, charge and spin) in kcal/mol: 14.53
F_max in eV/Å: 1.5
Kohn-Sham gap in eV: 9.3073


The following is a DFT calculation (ωB97M-V/def2-TZVPD) of FHOS as an isolated structure at a distorted geometry.

The geometry in ORCA input format:
```
! RIJCOSX wB97M-V def2-TZVPD def2/J DEFGRID3
* xyz 0 1
O -0.860 0.352 -0.485
F 1.707 -0.754 0.340
S -0.446 -0.801 0.525
H -0.400 1.203 -0.380
*
```

Values from the calculation:
HOMO in eV: -10.13
Relative energy (zero: lowest compared OMol25 entry of this formula, charge and spin) in kcal/mol: 36.50
F_max in eV/Å: 4.0
Kohn-Sham gap in eV: 7.9696


The following is a DFT calculation (ωB97M-V/def2-TZVPD) of a 2-piece molecular cluster, FI2PS overall.

The geometry in ORCA input format:
```
! RIJCOSX wB97M-V def2-TZVPD def2/J DEFGRID3
* xyz 0 1
F -2.108 -0.558 0.156
P -0.523 1.580 -1.032
S -0.545 -0.341 -0.299
I 1.779 1.066 -1.602
I 1.396 -1.747 2.778
*
```

Values from the calculation:
HOMO (alpha / beta) in eV: -9.92 / -8.27
Relative energy (zero: lowest compared OMol25 entry of this formula, charge and spin) in kcal/mol: 83.77
F_max in eV/Å: 0.6
Kohn-Sham gap (alpha / beta) in eV: 8.2689 / 5.1068


The following is a DFT calculation (ωB97M-V/def2-TZVPD) of FNO3PmS2 as an isolated structure at a distorted geometry.

The geometry in ORCA input format:
```
! RIJCOSX wB97M-V def2-TZVPD def2/J DEFGRID3
* xyz 1 5
Pm -0.441 2.159 1.017
F -2.388 1.021 1.502
N 0.239 -1.317 -0.249
S 1.738 -0.557 0.232
O 2.545 -0.644 -1.015
O 1.318 0.942 0.429
S -0.912 -0.425 -0.743
O -2.100 -1.179 -1.173
*
```

Values from the calculation:
HOMO (alpha / beta) in eV: -13.77 / -13.78
F_max in eV/Å: 4.2
Kohn-Sham gap (alpha / beta) in eV: 6.2387 / 6.9409
Expectation value of S²: 6.007


The following is a DFT calculation (ωB97M-V/def2-TZVPD) of a 2-piece molecular cluster, FNO4S overall at a distorted geometry.

The geometry in ORCA input format:
```
! RIJCOSX wB97M-V def2-TZVPD def2/J DEFGRID3
* xyz 0 1
N 1.269 0.243 -0.981
O 2.280 0.595 -0.571
O 0.429 0.721 -1.606
O -2.071 -0.785 2.266
O -0.861 0.601 0.565
F 0.993 -1.219 -0.633
S -2.039 -0.155 0.961
*
```

Values from the calculation:
HOMO in eV: -12.16
Relative energy (zero: lowest compared OMol25 entry of this formula, charge and spin) in kcal/mol: 32.13
F_max in eV/Å: 2.2
Kohn-Sham gap in eV: 10.7221


The following is a DFT calculation (ωB97M-V/def2-TZVPD) of FRb as an isolated structure at a distorted geometry.

The geometry in ORCA input format:
```
! RIJCOSX wB97M-V def2-TZVPD def2/J DEFGRID3
* xyz 0 1
Rb 0.883 2.083 1.241
F 1.216 1.129 3.168
*
```

Values from the calculation:
HOMO in eV: -8.89
Relative energy (zero: lowest compared OMol25 entry of this formula, charge and spin) in kcal/mol: 3.86
F_max in eV/Å: 2.1
Kohn-Sham gap in eV: 8.3934


The following is a DFT calculation (ωB97M-V/def2-TZVPD) of FeH48O24 as an isolated structure at a distorted geometry.

The geometry in ORCA input format:
```
! RIJCOSX wB97M-V def2-TZVPD def2/J DEFGRID3
* xyz 3 6
Fe 0.177 -0.155 -0.138
O -1.426 -3.595 -2.453
H -1.411 -3.821 -3.383
H -2.325 -3.774 -2.177
O 4.228 0.830 -0.673
H 4.555 1.187 -1.499
H 4.073 1.599 -0.124
O -4.268 0.553 -2.420
H -3.802 1.369 -2.605
H -4.785 0.388 -3.208
O -1.284 -1.611 2.391
H -0.636 -2.264 2.655
H -1.985 -1.693 3.038
O 1.116 1.674 -0.113
H 1.003 2.228 0.659
H 1.579 2.229 -0.741
O 1.143 -0.304 1.657
H 0.806 -0.095 2.528
H 1.965 -0.767 1.822
O 2.706 5.007 -0.433
H 2.713 4.088 -0.165
H 3.574 5.333 -0.197
O -0.604 0.476 -1.784
H -1.122 1.267 -1.938
H -0.458 0.112 -2.657
O 3.534 -0.575 3.029
H 3.290 -0.726 3.943
H 4.450 -0.299 3.068
O -1.067 -4.225 1.418
H -1.893 -4.232 1.901
H -1.184 -4.884 0.733
O -0.489 -2.004 -0.424
H -0.809 -2.294 -1.278
H -0.709 -2.722 0.170
O -3.171 -1.004 -0.580
H -3.469 -1.861 -0.886
H -3.915 -0.422 -0.736
O 2.320 2.827 -2.179
H 1.853 3.650 -2.328
H 2.828 2.692 -2.979
O 1.880 -0.819 -0.957
H 1.878 -1.735 -1.237
H 2.748 -0.496 -1.201
O -4.531 -2.360 1.500
H -3.649 -2.034 1.325
H -4.507 -2.639 2.416
O -3.828 2.181 0.402
H -4.563 1.708 0.793
H -3.838 3.037 0.830
O 0.162 -1.278 -3.724
H 1.006 -1.697 -3.890
H -0.439 -1.696 -4.340
O 1.919 -3.118 1.671
H 1.518 -3.848 1.199
H 2.688 -3.500 2.095
O 3.955 2.763 0.941
H 4.394 2.706 1.790
H 4.409 3.471 0.484
O 0.836 2.963 2.178
H 0.334 3.683 2.559
H 1.736 3.121 2.464
O -1.407 0.687 0.743
H -2.248 0.688 0.287
H -1.602 1.049 1.608
O -1.787 1.344 3.335
H -1.301 1.416 4.157
H -2.610 1.803 3.502
O -1.943 2.790 -2.281
H -2.019 3.545 -2.864
H -2.392 3.060 -1.480
O 2.014 -3.286 -1.625
H 2.548 -3.989 -1.254
H 1.536 -3.701 -2.343
*
```

Values from the calculation:
HOMO (alpha / beta) in eV: -18.24 / -18.24
Relative energy (zero: lowest compared OMol25 entry of this formula, charge and spin) in kcal/mol: 0.00
F_max in eV/Å: 1.8
Kohn-Sham gap (alpha / beta) in eV: 10.9781 / 7.8545
Expectation value of S²: 8.754


The following is a DFT calculation (ωB97M-V/def2-TZVPD) of H10O5 as an isolated structure at a distorted geometry.

The geometry in ORCA input format:
```
! RIJCOSX wB97M-V def2-TZVPD def2/J DEFGRID3
* xyz 0 1
O 2.567 0.524 -1.340
H 1.634 0.506 -0.193
H 3.322 0.205 -1.812
O 0.777 0.474 0.396
H 0.115 -0.298 -0.075
H 0.328 1.227 -0.027
O -0.791 -0.927 -0.899
H 0.138 -0.300 -1.800
O 0.519 0.342 -2.541
H 1.653 0.371 -2.139
H 0.423 -0.169 -3.354
H -0.713 -1.709 -0.347
O -3.302 0.177 4.968
H -2.711 0.094 4.226
H -3.960 -0.518 4.936
*
```

Values from the calculation:
HOMO in eV: -10.54
Relative energy (zero: lowest compared OMol25 entry of this formula, charge and spin) in kcal/mol: 56.65
F_max in eV/Å: 2.0
Kohn-Sham gap in eV: 11.0626


The following is a DFT calculation (ωB97M-V/def2-TZVPD) of a 5-piece molecular cluster, H10O5 overall at a distorted geometry.

The geometry in ORCA input format:
```
! RIJCOSX wB97M-V def2-TZVPD def2/J DEFGRID3
* xyz 0 1
O -0.261 1.552 -2.729
H -0.389 1.543 -1.807
H -0.137 0.629 -3.004
O -0.155 -0.276 2.401
H 0.413 0.251 2.973
H -0.805 -0.709 2.927
O -1.267 -2.043 -0.697
H -1.354 -2.420 0.157
H -0.307 -2.182 -0.691
O 2.154 1.147 0.397
H 2.529 0.474 -0.232
H 1.232 0.997 0.224
O -0.429 0.631 -0.217
H -0.430 0.651 0.710
H -0.788 -0.251 -0.406
*
```

Values from the calculation:
HOMO in eV: -10.59
Relative energy (zero: lowest compared OMol25 entry of this formula, charge and spin) in kcal/mol: 29.46
SMILES string: O.O.O.O.O
F_max in eV/Å: 2.6
Kohn-Sham gap in eV: 10.5508


The following is a DFT calculation (ωB97M-V/def2-TZVPD) of a 5-piece molecular cluster, H10O5 overall at a distorted geometry.

The geometry in ORCA input format:
```
! RIJCOSX wB97M-V def2-TZVPD def2/J DEFGRID3
* xyz 0 1
O -0.658 2.376 -1.839
O 1.190 1.538 -0.224
O 1.822 -1.771 1.898
O -1.147 -1.445 1.363
O -1.324 -0.541 -1.186
H -0.744 2.704 -0.980
H 1.202 1.869 0.728
H 1.541 -2.583 1.617
H -1.767 -2.240 1.390
H -0.669 -1.065 -1.767
H 0.377 2.269 -2.034
H 1.944 0.994 -0.164
H 0.842 -1.514 2.010
H -1.243 -0.983 0.432
H -1.366 0.391 -1.243
*
```

Values from the calculation:
HOMO in eV: -10.90
Relative energy (zero: lowest compared OMol25 entry of this formula, charge and spin) in kcal/mol: 42.91
SMILES string: O.O.O.O.O
F_max in eV/Å: 4.7
Kohn-Sham gap in eV: 11.3175


The following is a DFT calculation (ωB97M-V/def2-TZVPD) of H10O5 as an isolated structure at a distorted geometry.

The geometry in ORCA input format:
```
! RIJCOSX wB97M-V def2-TZVPD def2/J DEFGRID3
* xyz 0 1
O 0.017 -1.223 -2.405
H 0.801 -1.199 -2.953
H 0.319 -0.943 -1.541
O 0.810 -1.992 0.467
H -0.140 -2.115 0.474
H 0.930 -1.068 0.247
O 1.039 1.439 1.365
H 1.172 1.119 2.257
H 0.721 2.335 1.476
O 0.059 -0.016 -0.574
H -0.843 0.222 -0.360
H 0.593 0.490 0.038
O -1.555 1.112 0.253
H -2.481 0.941 0.079
H -1.441 0.898 1.179
*
```

Values from the calculation:
HOMO in eV: -9.12
Relative energy (zero: lowest compared OMol25 entry of this formula, charge and spin) in kcal/mol: 82.16
F_max in eV/Å: 4.5
Kohn-Sham gap in eV: 8.9346


The following is a DFT calculation (ωB97M-V/def2-TZVPD) of a 5-piece molecular cluster, H10O5 overall.

The geometry in ORCA input format:
```
! RIJCOSX wB97M-V def2-TZVPD def2/J DEFGRID3
* xyz 0 1
O 2.759 -2.454 0.445
H 2.528 -3.299 0.059
H 2.037 -1.874 0.203
O 0.173 2.829 -3.740
H 0.700 2.529 -4.480
H 0.562 3.668 -3.493
O 2.150 -1.130 4.494
H 2.922 -1.691 4.419
H 1.872 -0.981 3.590
O -0.299 -0.010 -0.225
H -1.179 -0.098 0.140
H -0.393 0.636 -0.925
O -4.583 0.697 -0.545
H -4.781 -0.137 -0.120
H -4.469 1.314 0.178
*
```

Values from the calculation:
HOMO in eV: -11.28
Relative energy (zero: lowest compared OMol25 entry of this formula, charge and spin) in kcal/mol: 29.83
SMILES string: O.O.O.O.O
F_max in eV/Å: 0.4
Kohn-Sham gap in eV: 11.7725


The following is a DFT calculation (ωB97M-V/def2-TZVPD) of a 5-piece molecular cluster, H10O5 overall at a distorted geometry.

The geometry in ORCA input format:
```
! RIJCOSX wB97M-V def2-TZVPD def2/J DEFGRID3
* xyz 0 1
H 1.300 1.134 0.049
H 0.975 2.580 0.464
H 1.528 -0.936 -0.457
H 2.623 -0.736 0.528
H -0.713 -2.550 -0.422
H -0.542 -1.265 0.513
H -1.828 0.102 0.528
H -0.694 0.477 1.514
H -1.133 -0.217 -1.429
H -1.023 1.278 -0.982
O 0.528 1.742 0.132
O 2.247 -0.314 -0.251
O -0.188 -1.688 -0.313
O -1.381 -0.208 1.372
O -1.699 0.601 -1.248
*
```

Values from the calculation:
HOMO in eV: -11.09
Relative energy (zero: lowest compared OMol25 entry of this formula, charge and spin) in kcal/mol: 8.33
SMILES string: O.O.O.O.O
F_max in eV/Å: 2.5
Kohn-Sham gap in eV: 11.5875


The following is a DFT calculation (ωB97M-V/def2-TZVPD) of a 5-piece molecular cluster, H10O5 overall at a distorted geometry.

The geometry in ORCA input format:
```
! RIJCOSX wB97M-V def2-TZVPD def2/J DEFGRID3
* xyz 0 1
H -0.895 -0.317 1.593
H -0.088 0.926 1.612
H -4.669 -1.913 -1.053
H -5.500 -1.653 0.139
H -0.237 2.449 -0.952
H -1.135 1.958 0.052
H 2.403 -0.773 -1.415
H 1.900 0.206 -0.354
H 4.112 -0.109 0.752
H 5.004 -1.076 -0.010
O -0.907 0.651 1.246
O -4.724 -1.362 -0.251
O -1.197 2.391 -0.748
O 1.810 -0.714 -0.604
O 4.122 -0.664 -0.008
*
```

Values from the calculation:
HOMO in eV: -10.58
Relative energy (zero: lowest compared OMol25 entry of this formula, charge and spin) in kcal/mol: 52.32
SMILES string: O.O.O.O.O
F_max in eV/Å: 3.8
Kohn-Sham gap in eV: 10.8372


The following is a DFT calculation (ωB97M-V/def2-TZVPD) of a 5-piece molecular cluster, H10O5 overall at a distorted geometry.

The geometry in ORCA input format:
```
! RIJCOSX wB97M-V def2-TZVPD def2/J DEFGRID3
* xyz 0 1
H 0.263 -0.709 0.856
H -0.669 -1.845 0.012
H -2.394 -0.178 -0.720
H -2.549 -1.021 0.440
H -1.789 1.888 1.250
H -0.804 1.892 -0.025
H 1.440 1.160 -0.134
H 0.492 0.226 -0.864
H 2.680 -1.004 -0.222
H 3.884 -0.571 0.230
O 0.161 -1.462 0.190
O -2.825 -1.008 -0.511
O -1.692 1.537 0.282
O 0.657 1.195 -0.697
O 3.146 -0.100 -0.086
*
```

Values from the calculation:
HOMO in eV: -11.06
Relative energy (zero: lowest compared OMol25 entry of this formula, charge and spin) in kcal/mol: 36.20
SMILES string: O.O.O.O.O
F_max in eV/Å: 4.1
Kohn-Sham gap in eV: 11.3868


The following is a DFT calculation (ωB97M-V/def2-TZVPD) of a 5-piece molecular cluster, H10O5 overall.

The geometry in ORCA input format:
```
! RIJCOSX wB97M-V def2-TZVPD def2/J DEFGRID3
* xyz 0 1
O -20.467 12.974 4.048
H -20.524 13.852 3.651
H -19.835 13.072 4.769
O -22.283 14.877 -0.387
H -21.982 14.340 0.366
H -23.116 15.271 -0.105
O -19.619 15.310 -1.613
H -20.059 15.873 -2.257
H -20.311 15.115 -0.960
O -19.850 9.731 1.169
H -19.428 8.996 0.709
H -19.392 9.785 2.016
O -20.602 12.895 0.640
H -20.265 12.385 1.387
H -20.007 12.685 -0.091
*
```

Values from the calculation:
HOMO in eV: -10.75
Relative energy (zero: lowest compared OMol25 entry of this formula, charge and spin) in kcal/mol: 22.06
SMILES string: O.O.O.O.O
F_max in eV/Å: 0.4
Kohn-Sham gap in eV: 11.2512


The following is a DFT calculation (ωB97M-V/def2-TZVPD) of H10O5 as an isolated structure at a distorted geometry.

The geometry in ORCA input format:
```
! RIJCOSX wB97M-V def2-TZVPD def2/J DEFGRID3
* xyz 0 1
O 0.577 -0.335 -1.644
H 1.458 -0.390 -1.274
H 0.683 0.185 -2.440
O -1.381 0.335 -1.840
H -1.029 0.232 -2.725
H -0.853 -0.254 -1.302
O 1.292 0.309 2.407
H 0.571 0.322 3.037
H 0.957 -0.201 1.670
O 0.251 0.326 0.432
H -0.046 0.684 -0.404
H 0.735 1.043 0.842
O -1.449 -0.679 1.151
H -1.008 -1.528 1.150
H -0.758 -0.050 0.941
*
```

Values from the calculation:
HOMO in eV: -10.22
Relative energy (zero: lowest compared OMol25 entry of this formula, charge and spin) in kcal/mol: 121.21
F_max in eV/Å: 6.2
Kohn-Sham gap in eV: 10.2449


The following is a DFT calculation (ωB97M-V/def2-TZVPD) of a 5-piece molecular cluster, H10O5 overall at a distorted geometry.

The geometry in ORCA input format:
```
! RIJCOSX wB97M-V def2-TZVPD def2/J DEFGRID3
* xyz 1 2
O 0.748 0.896 -3.093
H 1.169 1.694 -2.773
H 0.517 0.412 -2.300
O 0.938 -1.175 1.985
H 1.006 -1.985 2.491
H 1.565 -0.582 2.397
O 0.948 1.646 2.323
H 0.111 1.188 2.253
H 0.852 2.411 1.756
O 0.473 -0.619 -0.668
H -0.369 -0.168 -0.602
H 0.664 -0.903 0.226
O -2.604 -0.662 -1.394
H -3.173 -1.080 -2.040
H -2.844 -1.071 -0.563
*
```

Values from the calculation:
HOMO (alpha / beta) in eV: -15.32 / -15.23
Relative energy (zero: lowest compared OMol25 entry of this formula, charge and spin) in kcal/mol: 23.62
F_max in eV/Å: 2.3
Kohn-Sham gap (alpha / beta) in eV: 11.6501 / 3.8363
Expectation value of S²: 0.757


The following is a DFT calculation (ωB97M-V/def2-TZVPD) of H10O5Pd as an isolated structure at a distorted geometry.

The geometry in ORCA input format:
```
! RIJCOSX wB97M-V def2-TZVPD def2/J DEFGRID3
* xyz 2 3
Pd 0.396 -0.018 -0.368
O -1.038 0.173 -1.216
H -1.772 0.603 -0.808
H -1.177 -0.269 -2.015
O -2.021 0.028 1.274
H -2.990 -0.043 1.435
H -1.673 0.111 2.151
O 1.619 0.233 -1.488
H 2.118 1.026 -1.386
H 2.135 -0.229 -2.156
O 0.781 -1.569 0.384
H 1.663 -1.865 -0.023
H 0.448 -2.329 0.873
O 0.592 1.156 0.836
H 0.267 0.880 1.645
H 0.650 2.111 0.864
*
```

Values from the calculation:
HOMO (alpha / beta) in eV: -17.80 / -17.26
Relative energy (zero: lowest compared OMol25 entry of this formula, charge and spin) in kcal/mol: 26.48
F_max in eV/Å: 15.0
Kohn-Sham gap (alpha / beta) in eV: 9.9922 / 8.0862
Expectation value of S²: 2.002